Entry P
2 unconnected molecules or ions with the total composition C4H5I. Source: the OMol25 dataset; level of theory: ωB97M-V/def2-TZVPD.

Geometry as XYZ:
```
10
Properties=species:S:1:pos:R:3:mulliken_charge:R:1
C 0.03 -0.34 0.70 -0.366
C -0.61 -1.42 2.87 -0.121
C 0.77 0.53 0.01 -0.099
C 0.48 0.60 -1.45 -0.969
I -2.57 -1.38 2.49 0.220
H -0.88 -0.98 0.37 0.084
H 1.54 1.05 0.49 0.378
H -0.43 1.26 -1.59 0.233
H 0.31 -0.37 -1.81 0.359
H 1.36 1.05 -2.08 0.281
```

Results
orbital gap (alpha / beta) = 6.735 / 6.726 eV
HOMO level (alpha / beta) = -7.97 / -7.96 eV



Entry Q
A single C4H5I molecule. Source: the OMol25 dataset; level of theory: ωB97M-V/def2-TZVPD.

Geometry as XYZ:
```
10
Properties=species:S:1:pos:R:3:mulliken_charge:R:1
C -0.58 -0.24 -1.45 -0.678
C -0.27 -0.90 1.91 -0.723
C -0.58 0.16 -0.23 -0.019
C -0.94 -0.89 0.82 0.056
I -2.13 -2.58 0.42 0.089
H -0.22 0.51 -2.20 0.231
H -0.74 -1.31 -1.71 0.167
H -0.41 -1.68 2.64 0.270
H 0.49 -0.14 2.01 0.244
H -0.32 1.13 0.12 0.363
```

Results
orbital gap = 9.610 eV
SMILES = C=CC(=C)I
HOMO level = -9.10 eV



Entry R
A single C4H5I molecule. Source: the OMol25 dataset; level of theory: ωB97M-V/def2-TZVPD.

Geometry as XYZ:
```
10
Properties=species:S:1:pos:R:3:mulliken_charge:R:1
C -0.45 1.77 -0.09 -0.596
C 0.24 -1.90 -0.08 -0.818
C -0.60 0.58 0.35 -0.101
C 0.57 -0.59 -0.15 0.074
I 2.43 0.08 -0.33 0.157
H -1.27 2.43 0.15 0.250
H 0.50 2.06 -0.54 0.142
H 0.86 -2.75 -0.28 0.317
H -0.77 -2.02 0.03 0.287
H -1.49 0.35 0.94 0.288
```

Results
orbital gap = 9.677 eV
SMILES = C=CC(=C)I
HOMO level = -8.97 eV



Which structure loses on stability? entry P does.



Entry P
A gas-phase ion, C7H15N2 (charge +1). Source: the OMol25 dataset; level of theory: ωB97M-V/def2-TZVPD.

Geometry as XYZ:
```
24
Properties=species:S:1:pos:R:3:mulliken_charge:R:1
C -0.75 0.88 -0.68 0.008
C -2.25 1.06 -0.77 -0.747
C -2.22 -0.99 0.37 -0.384
C 2.16 1.54 0.77 -1.220
C 0.79 -2.07 -0.33 -1.132
C 2.24 0.21 0.02 -0.931
C 0.96 -0.59 0.29 0.450
N -2.82 0.24 0.16 -0.101
N -0.28 -0.04 0.00 -0.265
H -0.16 1.69 -1.06 0.515
H -2.77 2.10 -0.93 0.431
H -2.37 0.61 -1.83 0.267
H -2.11 -1.46 1.32 0.336
H -2.14 -1.69 -0.52 0.339
H 1.33 2.01 0.55 0.422
H 2.06 1.32 1.91 0.286
H 3.03 2.21 0.65 0.359
H 1.68 -2.30 -0.99 0.375
H -0.03 -1.92 -1.01 0.253
H 0.54 -2.79 0.39 0.322
H 3.01 -0.40 0.32 0.490
H 2.52 0.45 -0.94 0.441
H 0.89 -0.79 1.34 0.170
H -3.31 0.69 0.95 0.314
```

Results
orbital gap = 10.090 eV
total charge = +1
SMILES = C=[NH+]C/C=N/[C@@H](C)CC
HOMO level = -14.25 eV



Entry Q
A gas-phase ion, C7H15N2 (charge +1). Source: the OMol25 dataset; level of theory: ωB97M-V/def2-TZVPD.

Geometry as XYZ:
```
24
Properties=species:S:1:pos:R:3:mulliken_charge:R:1
C 0.18 0.39 0.48 0.176
C 0.20 -0.83 -0.44 -0.106
C -0.54 0.64 1.69 0.797
C -1.48 -0.35 2.13 -1.288
C -0.29 1.80 2.58 -1.433
C -0.07 0.10 -2.60 -1.003
C 0.62 -2.28 -2.17 -0.913
N 0.71 1.54 -0.06 -0.454
N 0.38 -0.86 -1.70 0.053
H 0.25 -1.84 0.03 0.444
H -1.67 -1.17 1.35 0.310
H -2.34 0.24 2.38 0.415
H -1.03 -0.78 3.03 0.313
H -1.13 1.83 3.29 0.384
H -0.24 2.78 2.04 0.401
H 0.63 1.58 3.11 0.350
H -0.96 -0.16 -3.14 0.337
H -0.29 1.12 -2.20 0.409
H 0.73 0.15 -3.35 0.381
H -0.25 -2.84 -2.22 0.445
H 0.98 -2.24 -3.17 0.308
H 1.27 -2.87 -1.47 0.330
H 0.98 2.33 0.50 0.150
H 1.20 1.47 -0.90 0.194
```

Results
orbital gap (alpha / beta) = 6.893 / 6.891 eV
total charge = +1
SMILES = CC(C)=C(N)C=[N+](C)C
HOMO level (alpha / beta) = -11.51 / -11.51 eV



Which structure loses on stability? entry P does.



Entry P
A gas-phase ion, C5H8BrN2 (charge +1). Source: the OMol25 dataset; level of theory: ωB97M-V/def2-TZVPD.

Geometry as XYZ:
```
16
Properties=species:S:1:pos:R:3:mulliken_charge:R:1
C 0.29 -0.19 -0.75 0.144
C 0.73 0.95 -0.04 -0.118
C -1.83 -0.61 0.13 -0.042
C -0.86 -2.22 -1.46 -1.052
C 1.07 2.32 1.81 -0.666
N -0.80 -0.96 -0.59 0.175
N 0.49 1.25 1.15 -0.258
Br -2.98 -1.87 0.73 0.107
H 1.06 -0.41 -1.52 0.275
H 1.62 1.42 -0.40 0.342
H -0.62 -3.10 -0.86 0.366
H -1.83 -2.15 -1.91 0.450
H -0.08 -2.25 -2.15 0.398
H 0.45 2.94 2.45 0.281
H 1.80 1.97 2.43 0.324
H 1.51 2.92 0.98 0.274
```

Results
orbital gap (alpha / beta) = 7.098 / 6.214 eV
total charge = +1
HOMO level (alpha / beta) = -13.62 / -13.05 eV



Entry Q
2 unconnected molecules or ions with the total composition C5H8BrN2. Source: the OMol25 dataset; level of theory: ωB97M-V/def2-TZVPD.

Geometry as XYZ:
```
16
Properties=species:S:1:pos:R:3:mulliken_charge:R:1
C 1.10 -0.06 0.05 -0.150
C 1.96 0.96 0.07 0.107
C -0.30 0.10 -0.02 0.228
C -3.17 -0.65 0.02 0.323
C 3.39 0.87 0.07 -1.200
N -1.02 -0.87 0.06 -0.387
N -3.72 -1.76 -0.24 -0.240
Br -3.99 0.93 0.03 0.086
H 1.36 -1.25 0.02 0.199
H 1.59 2.07 0.04 0.216
H -0.64 1.21 -0.19 0.230
H 3.73 1.22 1.12 0.285
H 3.74 -0.07 -0.19 0.368
H 3.93 1.66 -0.59 0.322
H -3.18 -2.61 -0.06 0.308
H -4.77 -1.75 -0.19 0.304
```

Results
orbital gap (alpha / beta) = 8.116 / 8.114 eV
total charge = +1
HOMO level (alpha / beta) = -13.21 / -13.21 eV



Which structure loses on stability? entry P does.



Entry P
A molecular structure, C6H11ClSi. Source: the OMol25 dataset; level of theory: ωB97M-V/def2-TZVPD.

Geometry as XYZ:
```
19
Properties=species:S:1:pos:R:3:mulliken_charge:R:1
C -1.86 -1.85 -1.81 -0.581
C 0.75 2.47 -0.50 -0.795
C -1.21 -1.56 -0.70 -0.319
C 0.86 1.17 -0.42 0.323
C 2.09 0.33 -0.64 -1.040
C -1.48 -0.01 2.27 -1.095
Si -1.26 0.09 0.37 0.557
Cl -2.67 1.42 -0.25 -0.298
H -1.61 -2.86 -2.23 0.210
H -2.61 -1.33 -2.38 0.270
H -0.21 2.81 -0.39 0.265
H 1.65 3.03 -0.79 0.261
H -0.50 -2.20 -0.29 0.367
H 2.33 -0.10 0.33 0.268
H 2.86 1.10 -0.89 0.340
H 1.97 -0.39 -1.53 0.250
H -1.56 0.86 2.81 0.370
H -2.37 -0.43 2.57 0.390
H -0.63 -0.69 2.77 0.256
```

Results
orbital gap = 9.250 eV
HOMO level = -8.47 eV



Entry Q
A single C6H11ClSi molecule. Source: the OMol25 dataset; level of theory: ωB97M-V/def2-TZVPD.

Geometry as XYZ:
```
19
Properties=species:S:1:pos:R:3:mulliken_charge:R:1
C -0.07 2.35 -0.74 -0.075
C -1.27 2.26 -1.29 -0.687
C 0.86 1.36 -0.11 -0.518
C 0.73 0.06 -0.79 -0.104
C -0.09 -2.93 0.07 -1.039
C -0.91 -0.27 1.64 -1.163
Si -0.58 -1.09 -0.06 0.106
Cl 2.31 -0.85 -0.71 -0.209
H 0.54 3.25 -0.95 0.246
H -1.76 2.96 -1.95 0.329
H 1.85 1.87 -0.27 0.345
H 0.74 1.23 0.96 0.257
H 0.60 0.07 -1.94 0.365
H 0.64 -3.17 0.78 0.384
H -1.00 -3.35 0.41 0.314
H 0.07 -3.37 -0.92 0.301
H 0.08 -0.10 2.02 0.416
H -1.30 0.69 1.59 0.363
H -1.45 -0.96 2.26 0.369
```

Results
orbital gap (alpha / beta) = 8.823 / 6.738 eV
HOMO level (alpha / beta) = -9.26 / -7.27 eV



Which structure loses on stability? entry Q does.